Model A:
Entry from the OMol25 dataset: one molecule with the formula C6H6N2 (ωB97M-V/def2-TZVPD).

- net charge = 0
- structure (SMILES) = N#C[C@@H]1C=C[C@H]2N[C@@H]12

Last column: Löwdin charge in e.
Element x y z (Å)
C1 0.5293 -1.3091 -1.5596  -0.202
C2 0.6030 -0.7894 -0.2176  -0.281
C3 -0.6938 -0.9897 0.5472  -0.037
C4 -1.2655 0.1895 0.8057  -0.024
C5 -0.4468 1.3025 0.2299  -0.251
C6 0.7609 0.7021 -0.3974  -0.238
H1 1.4742 -1.2701 0.2961  0.165
H2 -1.0846 -1.9695 0.8615  0.120
H3 -2.3123 0.3333 1.1331  0.119
H4 -0.9120 2.1942 -0.1700  0.135
H5 0.9830 0.8191 1.5379  0.091
H6 1.2749 1.0325 -1.3105  0.150
N1 0.2244 -1.7606 -2.5781  0.171
N2 0.8654 1.5150 0.8218  0.083

=====

Model B:
Entry from the OMol25 dataset: C6H6N2 as an isolated structure (ωB97M-V/def2-TZVPD).

- net charge = 0

Last column: Löwdin charge in e.
Element x y z (Å)
C1 2.3011 -0.2653 -0.0681  -0.007
C2 1.3918 -1.2681 -0.1925  -0.007
C3 0.3860 1.9289 0.2617  -0.098
C4 1.2175 0.8087 -0.0454  -0.107
C5 0.2932 -0.2753 -0.0138  -0.193
C6 -2.1049 -0.5551 -0.0029  -0.019
N1 -0.8896 1.5520 0.2379  0.050
N2 -0.9396 0.2002 0.0847  -0.161
H1 3.4397 -0.2890 0.0580  0.120
H2 1.3897 -2.3534 -0.2845  0.092
H3 0.6403 2.9074 0.3510  0.062
H4 -1.9692 -1.5369 0.3718  0.084
H5 -2.8929 -0.0613 0.3750  0.049
H6 -2.2631 -0.7926 -1.1328  0.134

=====

Model C:
Entry from the OMol25 dataset: one molecule with the formula C6H6N2 (ωB97M-V/def2-TZVPD).

- net charge = 0

Last column: Löwdin charge in e.
Element x y z (Å)
C1 0.5328 0.2185 -0.6161  -0.101
C2 -0.5512 2.1607 0.6935  -0.266
C3 -0.6206 0.9913 -0.3769  -0.308
C4 1.5369 -1.2453 1.0048  -0.122
C5 -1.8313 0.9466 -0.9487  0.039
C6 1.9334 -2.4165 1.3997  0.002
N1 1.2009 -0.2291 0.4155  0.098
N2 -0.0779 1.9106 1.8004  0.157
H1 0.9627 -0.0181 -1.6111  0.142
H2 -1.1914 2.8822 0.0954  0.119
H3 -2.4888 1.8061 -1.0984  0.066
H4 -2.2315 0.1524 -1.4784  0.036
H5 1.4212 -3.0646 2.0985  0.047
H6 2.9469 -2.8794 1.1159  0.090

=====

Model D:
Entry from the OMol25 dataset: one molecule with the formula C6H6N2 (ωB97M-V/def2-TZVPD).

- net charge = 0
- structure (SMILES) = CC1=C2C=N[C@@H]2N=C1

Last column: Löwdin charge in e.
Element x y z (Å)
C1 0.2662 -1.5186 1.0111  -0.105
C2 -0.7633 0.4694 -1.1665  -0.059
C3 -0.2184 -0.1936 0.9382  -0.032
C4 0.1954 0.5706 -0.1417  -0.239
C5 -1.5919 -0.8920 0.3889  -0.313
C6 1.4621 1.3287 -0.1203  -0.023
N1 -0.7222 -2.1315 0.4177  0.146
N2 -1.7427 -0.3399 -0.8302  0.094
H1 1.1140 -2.0119 1.2771  0.085
H2 -0.6638 1.0553 -2.0209  0.100
H3 -2.5462 -1.0356 0.8191  0.126
H4 1.2930 2.1024 -0.7989  0.062
H5 2.2331 0.7556 -0.5472  0.079
H6 1.6848 1.8411 0.7737  0.077

=====

What are the relative energies? In kJ/mol: model A 0.0; model B 288.0; model C 405.2; model D 222.3.